# 1
Molecular formula: C54H54N6PPtSb
Method: DFT, ωB97M-V with the def2-TZVPD basis set

Cartesian coordinates (Å):
Pt (0.066, 0.230, -0.343)
C (2.870, -4.237, 1.192)
N (2.524, -3.004, 0.479)
C (1.282, -2.558, 0.219)
N (1.363, -1.426, -0.441)
C (2.685, -1.088, -0.583)
C (3.442, -2.083, -0.015)
C (4.900, -2.270, 0.145)
C (5.582, -1.587, 1.150)
C (6.946, -1.778, 1.318)
C (7.634, -2.653, 0.486)
C (6.959, -3.338, -0.515)
C (5.594, -3.149, -0.687)
C (2.947, 0.182, -1.276)
C (4.146, 0.884, -1.154)
C (4.299, 2.114, -1.779)
C (3.263, 2.661, -2.530)
C (2.071, 1.970, -2.664)
C (1.906, 0.734, -2.046)
P (-0.369, -3.109, 0.799)
C (-1.257, -2.529, -0.681)
N (-1.869, -1.366, -0.815)
C (-2.367, -1.352, -2.105)
C (-1.966, -2.509, -2.770)
N (-1.281, -3.255, -1.828)
C (-0.632, -4.540, -2.057)
C (-2.172, -3.018, -4.140)
C (-3.160, -3.970, -4.397)
C (-3.345, -4.451, -5.685)
C (-2.548, -3.984, -6.723)
C (-1.563, -3.036, -6.472)
C (-1.373, -2.557, -5.184)
C (-3.327, -0.324, -2.514)
C (-3.684, -0.126, -3.853)
C (-4.650, 0.810, -4.190)
C (-5.293, 1.543, -3.201)
C (-4.961, 1.332, -1.868)
C (-3.979, 0.419, -1.525)
C (-0.613, -1.672, 1.900)
N (-0.343, -0.385, 1.674)
C (-0.419, 0.267, 2.872)
C (-0.722, -0.651, 3.858)
N (-0.848, -1.858, 3.221)
C (-1.252, -3.110, 3.873)
C (-0.902, -0.432, 5.305)
C (-1.813, 0.523, 5.755)
C (-1.977, 0.744, 7.114)
C (-1.233, 0.015, 8.033)
C (-0.319, -0.932, 7.592)
C (-0.152, -1.154, 6.233)
C (-0.187, 1.711, 3.116)
C (0.970, 2.117, 3.774)
C (1.148, 3.453, 4.110)
C (0.166, 4.388, 3.801)
C (-0.997, 3.984, 3.159)
C (-1.171, 2.650, 2.815)
H (1.961, -4.799, 1.382)
H (3.547, -4.838, 0.594)
H (3.357, -3.993, 2.134)
H (5.041, -0.908, 1.801)
H (7.473, -1.245, 2.100)
H (8.699, -2.800, 0.618)
H (7.496, -4.016, -1.167)
H (5.068, -3.672, -1.480)
H (4.953, 0.472, -0.566)
H (5.235, 2.652, -1.680)
H (3.396, 3.616, -3.025)
H (1.285, 2.375, -3.295)
H (1.029, 0.134, -2.299)
H (0.388, -4.403, -2.418)
H (-0.619, -5.111, -1.131)
H (-1.188, -5.102, -2.800)
H (-3.796, -4.317, -3.588)
H (-4.118, -5.184, -5.881)
H (-2.696, -4.357, -7.729)
H (-0.942, -2.672, -7.281)
H (-0.607, -1.816, -4.986)
H (-3.210, -0.701, -4.640)
H (-4.913, 0.953, -5.232)
H (-6.065, 2.255, -3.466)
H (-5.492, 1.866, -1.089)
H (-3.747, 0.234, -0.484)
H (-1.912, -2.871, 4.701)
H (-1.784, -3.736, 3.165)
H (-0.388, -3.649, 4.256)
H (-2.396, 1.088, 5.037)
H (-2.688, 1.485, 7.457)
H (-1.362, 0.188, 9.094)
H (0.269, -1.492, 8.307)
H (0.584, -1.878, 5.892)
H (1.725, 1.383, 4.036)
H (2.049, 3.765, 4.625)
H (0.299, 5.425, 4.080)
H (-1.784, 4.705, 2.960)
H (-2.097, 2.311, 2.366)
C (1.643, 3.508, 0.610)
C (0.568, 4.000, -0.362)
Sb (-1.008, 2.578, -0.700)
C (-2.801, 3.505, 0.045)
C (-2.657, 5.001, 0.317)
C (-1.370, 2.749, -2.811)
C (-1.441, 4.196, -3.310)
H (2.427, 4.261, 0.720)
H (2.115, 2.587, 0.249)
H (1.232, 3.308, 1.602)
H (0.999, 4.208, -1.344)
H (0.098, 4.923, -0.021)
H (-3.148, 2.969, 0.926)
H (-3.527, 3.324, -0.746)
H (-1.917, 5.213, 1.094)
H (-3.613, 5.408, 0.653)
H (-2.364, 5.553, -0.578)
H (-2.311, 2.230, -2.986)
H (-0.593, 2.185, -3.334)
H (-2.214, 4.762, -2.784)
H (-1.695, 4.222, -4.371)
H (-0.494, 4.724, -3.186)

Summary:
- E_tot: -84877.0153 eV
- Max |F|: 0.974 eV/A
- Gap between HOMO and LUMO: 6.4 eV
- Charge: +2
- Molar mass: 1134.88 g/mol

=====

# 2
Molecular formula: C54H58BaCl3N5O6P2S
Method: DFT, ωB97M-V with the def2-TZVPD basis set

Cartesian coordinates (Å):
Ba (0.875, 0.324, -0.738)
C (0.956, -4.772, -0.415)
C (0.878, -4.139, 0.965)
C (-0.350, -4.645, 1.716)
P (0.879, -2.247, 0.863)
C (1.405, -1.813, 2.620)
C (0.147, -1.419, 3.400)
C (2.218, -2.810, 3.450)
C (2.396, -2.034, -0.105)
C (3.702, -2.001, 0.348)
C (4.746, -1.805, -0.541)
C (4.469, -1.591, -1.883)
C (3.180, -1.645, -2.354)
C (2.116, -1.897, -1.480)
N (0.808, -1.951, -1.850)
C (0.426, -2.608, -2.955)
C (1.219, -3.572, -3.628)
C (0.721, -4.323, -4.667)
C (-0.583, -4.143, -5.111)
C (-1.386, -3.217, -4.460)
C (-0.920, -2.459, -3.401)
P (-1.928, -1.380, -2.324)
C (-3.418, -0.975, -3.422)
C (-4.722, -0.805, -2.655)
C (-3.035, 0.348, -4.082)
C (-2.483, -2.773, -1.180)
C (-3.306, -2.260, -0.002)
C (-3.117, -4.000, -1.829)
H (1.084, -5.854, -0.338)
H (0.056, -4.567, -0.989)
H (1.805, -4.371, -0.961)
H (1.786, -4.414, 1.514)
H (-1.254, -4.351, 1.188)
H (-0.328, -5.735, 1.789)
H (-0.396, -4.240, 2.724)
H (1.996, -0.900, 2.480)
H (0.421, -1.088, 4.402)
H (-0.371, -0.610, 2.887)
H (-0.541, -2.259, 3.500)
H (1.609, -3.665, 3.746)
H (3.095, -3.185, 2.926)
H (2.558, -2.316, 4.362)
H (3.916, -2.142, 1.399)
H (5.769, -1.778, -0.200)
H (5.278, -1.353, -2.555)
H (2.966, -1.469, -3.402)
H (2.230, -3.757, -3.281)
H (1.349, -5.083, -5.123)
H (-0.980, -4.732, -5.932)
H (-2.409, -3.115, -4.798)
H (-3.566, -1.733, -4.195)
H (-4.561, -0.165, -1.793)
H (-5.480, -0.340, -3.289)
H (-5.120, -1.761, -2.327)
H (-2.841, 1.094, -3.309)
H (-2.129, 0.228, -4.675)
H (-3.828, 0.710, -4.742)
H (-1.502, -3.059, -0.777)
H (-4.340, -2.067, -0.278)
H (-3.313, -2.995, 0.805)
H (-2.867, -1.336, 0.373)
H (-4.076, -3.763, -2.285)
H (-2.465, -4.405, -2.598)
H (-3.276, -4.776, -1.079)
O (-2.009, 0.981, 1.874)
C (-2.785, 1.827, 1.054)
C (-2.145, 1.828, -0.416)
O (-2.722, 2.440, -1.303)
O (-1.067, 1.189, -0.495)
C (-2.703, 3.261, 1.544)
C (-3.491, 4.268, 0.998)
C (-3.360, 5.572, 1.440)
C (-2.444, 5.892, 2.428)
C (-1.674, 4.891, 2.993)
C (-1.805, 3.588, 2.554)
C (-4.215, 1.321, 1.046)
C (-5.110, 1.589, 0.014)
C (-6.397, 1.075, 0.053)
C (-6.817, 0.294, 1.117)
C (-5.937, 0.042, 2.157)
C (-4.653, 0.554, 2.122)
H (-1.135, 0.939, 1.446)
H (-4.188, 4.033, 0.212)
H (-3.976, 6.352, 1.012)
H (-2.315, 6.919, 2.739)
H (-0.965, 5.123, 3.774)
H (-1.206, 2.806, 2.993)
H (-4.765, 2.153, -0.840)
H (-7.073, 1.278, -0.767)
H (-7.822, -0.111, 1.130)
H (-6.256, -0.558, 2.999)
H (-3.957, 0.343, 2.917)
Cl (2.224, 6.664, 3.460)
C (1.850, 5.100, 2.824)
C (1.593, 4.945, 1.471)
C (1.309, 3.692, 0.969)
Cl (0.918, 3.536, -0.690)
C (1.317, 2.505, 1.766)
O (1.116, 1.339, 1.312)
C (1.542, 2.776, 3.143)
Cl (1.488, 1.460, 4.246)
C (1.804, 4.017, 3.678)
H (1.602, 5.793, 0.805)
H (1.967, 4.122, 4.740)
N (4.680, 2.221, 5.102)
C (4.593, 2.200, 3.706)
C (4.374, 0.988, 3.054)
C (4.297, 0.940, 1.678)
C (4.424, 2.093, 0.930)
C (4.679, 3.297, 1.559)
C (4.756, 3.354, 2.942)
S (4.466, 1.916, -0.856)
O (4.509, 3.249, -1.409)
O (5.631, 1.084, -1.074)
N (3.058, 1.177, -1.204)
C (2.813, 1.150, -2.492)
N (3.813, 1.421, -3.359)
C (3.527, 1.433, -4.634)
C (2.257, 1.169, -5.132)
C (1.302, 0.875, -4.175)
N (1.554, 0.873, -2.888)
H (4.096, 1.511, 5.526)
H (4.484, 3.131, 5.495)
H (4.252, 0.091, 3.645)
H (4.136, 0.014, 1.156)
H (4.798, 4.184, 0.954)
H (4.930, 4.299, 3.440)
H (4.353, 1.659, -5.301)
H (2.026, 1.183, -6.186)
H (0.285, 0.618, -4.442)

Summary:
- E_tot: -144353.7582 eV
- Max |F|: 4.580 eV/A
- Gap between HOMO and LUMO: 5.9 eV
- Charge: -2
- Relative energy (zero: lowest compared OMol25 entry of this formula, charge and spin): 4.072 eV
- Molar mass: 1210.79 g/mol